Entry 1:
{
  "formula": "C20H46AlB2Cl4F7MgN5NaO7S",
  "method": "the ωB97M-V functional and the def2-TZVPD basis",
  "orbital_gap_ha": 0.0871,
  "e_homo_ev": -5.4,
  "e_lumo_ev": -3.01,
  "fmax_ev_per_a": 2.43,
  "total_energy_ha": -5182.756336,
  "symbols": ["C", "N", "C", "B", "O", "B", "C", "C", "C", "O", "H", "H", "H", "H", "H", "H", "H", "H", "H", "H", "H", "H", "H", "H", "H", "C", "F", "F", "F", "S", "O", "O", "O", "Mg", "C", "O", "N", "N", "H", "H", "H", "H", "C", "Cl", "Cl", "Cl", "H", "F", "Al", "F", "F", "F", "Cl", "C", "C", "C", "C", "N", "H", "H", "H", "H", "H", "H", "H", "Na", "O", "H", "C", "C", "C", "N", "C", "C", "C", "C", "C", "H", "H", "H", "H", "H", "H", "H", "H", "H", "H", "H", "H", "H", "H", "H", "H", "H", "H"],
  "positions_angstrom": [[0.3269, -3.3651, 0.0598], [0.9261, -2.0902, -0.3423], [1.3120, -2.1277, -1.7506], [0.1905, -0.9818, 0.0557], [0.9509, 0.1573, 0.4707], [-1.5251, -0.8772, 0.1020], [-2.4522, -1.1030, -1.1414], [-3.6303, -2.0248, -0.7781], [-3.3763, -3.5177, -1.0878], [-3.6018, -4.3248, 0.0635], [-0.3874, -3.7405, -0.6760], [1.0904, -4.1405, 0.1649], [-0.1557, -3.2506, 1.0339], [2.2139, -2.6873, -1.9346], [0.4786, -2.5918, -2.2920], [1.4980, -1.1220, -2.1149], [1.3692, 0.5406, -0.3183], [-2.1089, -0.5629, 1.1052], [-2.8753, -0.1245, -1.3729], [-1.9424, -1.4567, -2.0331], [-4.5165, -1.7322, -1.3324], [-3.8896, -1.9158, 0.2572], [-4.0691, -3.8674, -1.8417], [-2.3446, -3.6106, -1.4124], [-2.7531, -4.4263, 0.5141], [0.5530, 4.8023, 1.7635], [-0.5561, 4.4105, 2.4140], [0.1945, 5.2522, 0.5596], [1.1116, 5.7919, 2.4425], [1.6983, 3.3909, 1.5804], [0.9201, 2.3938, 0.8476], [1.9971, 2.9363, 2.9367], [2.8123, 3.9090, 0.8598], [0.2544, 0.7700, 2.1925], [4.0081, 3.2786, 6.6439], [4.6643, 3.2787, 7.6616], [4.5869, 2.8522, 5.4324], [2.7192, 3.6216, 6.5142], [4.0862, 2.8043, 4.5570], [5.5509, 2.6005, 5.4952], [2.2007, 3.9007, 7.3474], [2.2338, 3.6180, 5.6339], [-3.5071, -1.3844, 4.2516], [-1.9531, -0.5412, 3.9630], [-4.8413, -0.2545, 4.1351], [-3.7176, -2.7451, 3.1741], [-3.4589, -1.7613, 5.2644], [-1.6137, 5.2337, 7.6116], [-0.9806, 3.7104, 7.8684], [-1.9196, 2.8523, 8.9571], [0.6268, 3.8342, 8.4268], [-0.9202, 2.8816, 6.3785], [3.5791, -1.6306, -0.1752], [0.3745, 6.8487, 5.0114], [0.9415, 8.2279, 5.3187], [1.6615, 8.2636, 6.6664], [0.7292, 7.9123, 7.7276], [-0.0548, 7.6365, 8.5376], [-0.3701, 6.5501, 5.7531], [-0.1130, 6.8500, 4.0427], [1.1648, 6.0954, 4.9985], [0.1325, 8.9605, 5.3184], [1.6401, 8.5245, 4.5319], [2.0656, 9.2567, 6.8653], [2.4912, 7.5547, 6.6781], [6.1001, 1.0516, 4.4594], [1.8600, -5.4805, -0.7400], [2.2284, -6.2424, -1.1940], [0.1133, -4.4988, -9.3236], [1.1041, -4.4679, -8.1587], [0.5504, -4.3771, -6.7431], [-0.2554, -3.1511, -6.3870], [0.4357, -1.9150, -6.8418], [-1.6780, -3.2083, -6.9012], [-2.4285, -4.0229, -5.8657], [-1.8540, -3.5110, -4.5455], [-0.4228, -3.0999, -4.8656], [-0.3525, -3.5283, -9.4996], [0.6357, -4.7587, -10.2424], [-0.6688, -5.2440, -9.1673], [1.8343, -3.6741, -8.3248], [1.6766, -5.3964, -8.1822], [1.3964, -4.3737, -6.0576], [-0.0686, -5.2408, -6.5040], [0.4676, -1.8980, -7.9274], [1.4407, -1.9068, -6.4269], [-0.1245, -1.0572, -6.4822], [-2.0442, -2.1836, -6.9441], [-1.7099, -3.6466, -7.8909], [-2.2226, -5.0862, -5.9914], [-3.5051, -3.8904, -5.9405], [-1.8947, -4.2567, -3.7551], [-2.4097, -2.6415, -4.1946], [0.3139, -3.7563, -4.4108], [-0.2383, -2.0817, -4.5369]],
  "atomic_forces_ev_per_a": [[-0.111, 0.281, 0.443], [-1.837, -1.118, -1.134], [0.188, 0.041, -0.013], [0.386, -0.853, 0.814], [-1.098, -0.662, -0.967], [0.242, -0.080, 0.549], [0.085, -0.084, 0.509], [-0.241, -0.356, -0.947], [-0.009, 0.611, 1.060], [0.331, -0.107, -0.016], [-0.077, -0.117, -0.197], [0.272, -0.281, -0.257], [-0.188, 0.132, 0.179], [0.159, -0.411, 0.215], [-0.144, 0.042, -0.188], [-0.006, 0.274, -0.165], [0.911, 0.293, 0.768], [-0.288, 0.139, -0.057], [0.038, 0.327, -0.056], [0.155, -0.034, -0.190], [-0.173, 0.240, -0.130], [-0.097, -0.076, 0.601], [-0.017, -0.132, -0.306], [0.128, -0.320, -0.312], [-0.142, -0.110, -0.037], [-0.506, 0.207, 0.106], [0.132, -0.057, -0.087], [0.059, -0.108, 0.086], [0.228, -0.185, -0.253], [1.493, 0.919, 0.056], [-1.325, 0.234, 0.928], [-0.677, -0.706, 0.403], [0.086, 0.174, -0.161], [0.812, 1.051, -1.511], [-0.515, -0.106, -0.067], [0.259, -0.036, -0.054], [0.116, -0.789, -0.608], [0.054, 0.308, 0.384], [-0.051, 0.331, 0.010], [0.080, 1.059, 0.474], [-0.233, -0.199, -0.051], [-0.015, -0.057, 0.004], [-0.528, -0.094, -0.081], [0.547, 0.213, 0.217], [0.108, -0.007, -0.015], [0.096, 0.000, -0.152], [0.153, 0.115, 0.063], [-0.067, 0.173, -0.233], [-0.025, -0.024, 0.065], [-0.020, -0.190, 0.070], [0.163, 0.003, -0.191], [0.180, -0.106, -0.177], [1.238, 0.853, 0.648], [-0.225, 0.083, 0.224], [0.002, -0.144, -0.275], [-0.013, 0.083, -0.186], [-1.170, -0.400, 1.471], [1.154, 0.524, -1.008], [0.078, -0.024, 0.059], [-0.059, 0.009, -0.031], [0.009, -0.012, 0.000], [0.025, 0.040, 0.053], [0.049, 0.044, 0.062], [0.036, -0.003, 0.048], [0.019, -0.021, 0.006], [-0.141, -0.617, -0.349], [-0.364, 0.033, -0.452], [0.139, -0.113, 0.107], [0.063, 0.043, 0.077], [-0.151, 0.115, -0.277], [0.206, -0.165, -0.134], [-0.181, 0.256, 0.236], [-0.002, -0.091, -0.143], [-0.147, -0.294, -0.051], [0.110, 0.003, 0.104], [-0.251, -0.064, 0.091], [0.057, -0.072, 0.300], [-0.053, -0.016, -0.005], [0.024, -0.035, 0.002], [-0.023, 0.011, -0.015], [0.041, -0.013, 0.040], [0.029, -0.011, 0.144], [-0.045, -0.038, 0.077], [-0.044, 0.023, 0.033], [0.049, 0.005, -0.013], [0.024, 0.036, -0.020], [0.014, 0.021, 0.029], [0.022, 0.031, 0.029], [0.139, 0.102, -0.071], [-0.019, -0.013, -0.025], [-0.003, 0.046, -0.055], [0.070, -0.018, -0.005], [-0.074, -0.014, -0.043], [0.088, 0.048, -0.004], [0.213, 0.003, -0.071]]
}

Entry 2:
{
  "formula": "C20H46AsN3RuSSi3",
  "method": "the ωB97M-V functional and the def2-TZVPD basis",
  "total_charge": 3,
  "orbital_gap_ha": [0.2715, 0.2449],
  "e_homo_ev": [-17.5, -17.6],
  "e_lumo_ev": [-10.07, -10.90],
  "relative_energy_kcal_mol": 26.4,
  "multiplicity": 2,
  "fmax_ev_per_a": 2.71,
  "s2": 0.760,
  "total_energy_ha": -4550.418398,
  "symbols": ["Ru", "C", "C", "C", "C", "C", "C", "C", "C", "C", "C", "H", "H", "H", "H", "H", "H", "H", "H", "H", "H", "H", "H", "H", "H", "N", "N", "C", "N", "S", "H", "H", "H", "H", "H", "C", "Si", "C", "C", "As", "Si", "C", "C", "C", "Si", "C", "C", "C", "H", "H", "H", "H", "H", "H", "H", "H", "H", "H", "H", "H", "H", "H", "H", "H", "H", "H", "H", "H", "H", "H", "H", "H", "H", "H", "H"],
  "positions_angstrom": [[0.2288, -0.3950, 0.3452], [3.5713, -0.6094, 3.7112], [3.4884, -0.6433, 2.1823], [4.8102, -0.1789, 1.5618], [2.3171, 0.1876, 1.6741], [1.1626, 0.4182, 2.4708], [0.2230, 1.3830, 2.1253], [0.3916, 2.2167, 0.9971], [-0.5363, 3.3584, 0.7302], [1.4647, 1.9214, 0.1681], [2.3751, 0.8881, 0.4486], [4.4629, -1.1458, 4.0329], [2.7222, -1.0849, 4.2019], [3.6563, 0.4144, 4.0823], [3.3264, -1.6733, 1.8727], [4.9714, 0.8912, 1.7111], [4.8814, -0.3971, 0.4947], [5.6359, -0.7004, 2.0430], [1.0502, -0.0934, 3.4168], [-0.6129, 1.5485, 2.7966], [-1.3726, 3.0418, 0.0991], [-0.0180, 4.1713, 0.2234], [-0.9609, 3.7407, 1.6568], [1.6350, 2.5344, -0.7146], [3.2231, 0.7303, -0.2042], [0.1048, 0.0240, -1.6722], [-1.1703, -0.0499, -2.2869], [-2.2190, 0.1771, -1.4969], [-3.4206, 0.3485, -1.9963], [-1.9485, 0.1818, 0.1955], [0.4425, 0.9792, -1.7588], [0.7288, -0.5961, -2.1930], [-1.2010, 0.0308, -3.2964], [-3.5927, 0.4546, -2.9878], [-4.2137, 0.4774, -1.3819], [3.4248, -3.2401, -0.0731], [2.0228, -3.9825, 0.9093], [1.9269, -3.5014, 2.7037], [1.9070, -5.8047, 0.6675], [0.0999, -2.7939, -0.0430], [-1.8057, -3.4743, 1.4255], [-1.4870, -5.2617, 1.7539], [-3.3714, -3.2041, 0.4826], [-1.6724, -2.3972, 2.9371], [-0.2359, -3.5219, -2.3457], [-2.0115, -3.2386, -2.8174], [0.2082, -5.3111, -2.3380], [0.9617, -2.5042, -3.3745], [4.3911, -3.3811, 0.4199], [3.2912, -2.1707, -0.2465], [3.4937, -3.7353, -1.0455], [2.9149, -3.5235, 3.1720], [1.3048, -4.2127, 3.2511], [1.5081, -2.5048, 2.8489], [2.7866, -6.2272, 1.1690], [1.9586, -6.1094, -0.3743], [1.0319, -6.2536, 1.1314], [-1.2640, -5.8169, 0.8416], [-2.3984, -5.7001, 2.1742], [-0.6863, -5.4200, 2.4758], [-3.4700, -3.8877, -0.3597], [-3.4866, -2.1801, 0.1291], [-4.2030, -3.4095, 1.1652], [-0.9371, -2.7833, 3.6445], [-2.6388, -2.3742, 3.4493], [-1.4156, -1.3637, 2.7019], [-2.6279, -4.0930, -2.5354], [-2.0959, -3.1368, -3.9041], [-2.4438, -2.3566, -2.3506], [-0.2337, -5.8552, -1.5024], [1.2876, -5.4634, -2.3309], [-0.1778, -5.7620, -3.2583], [0.4626, -1.6744, -3.8852], [1.3824, -3.1177, -4.1752], [1.8182, -2.1409, -2.7976]],
  "atomic_forces_ev_per_a": [[0.476, 2.669, -0.041], [0.019, 0.049, 0.030], [0.056, 0.179, -0.019], [0.021, 0.014, -0.016], [-0.059, -0.284, 0.283], [0.525, -0.517, 0.192], [-0.327, -0.240, 0.124], [-0.089, 0.033, 0.050], [-0.010, -0.016, -0.034], [0.099, 0.030, -0.142], [-0.005, -0.394, 0.233], [-0.008, -0.001, -0.005], [0.012, 0.004, -0.005], [0.007, -0.009, -0.018], [0.001, -0.001, 0.027], [-0.004, -0.017, 0.014], [-0.007, 0.006, 0.009], [-0.007, -0.011, -0.007], [0.025, -0.001, 0.000], [-0.040, 0.039, -0.063], [0.007, 0.011, 0.017], [-0.001, -0.008, -0.008], [0.010, 0.003, 0.003], [-0.035, -0.034, -0.001], [-0.025, 0.063, -0.040], [0.107, -0.652, -0.703], [0.171, 0.127, -0.006], [-0.131, -0.131, -0.031], [-0.019, 0.120, -0.062], [-0.658, -0.319, 0.417], [0.116, 0.021, -0.163], [-0.053, 0.021, -0.110], [-0.026, 0.006, -0.012], [-0.023, -0.039, 0.000], [0.005, -0.021, 0.008], [0.086, -0.044, -0.050], [0.008, 0.276, -0.124], [-0.017, -0.080, 0.134], [0.045, -0.130, 0.028], [-0.214, -0.508, 0.233], [0.207, 0.114, -0.071], [-0.070, -0.149, 0.009], [-0.106, 0.016, -0.073], [-0.007, 0.022, 0.079], [0.002, 0.048, 0.209], [-0.073, -0.015, -0.095], [0.036, -0.130, -0.080], [-0.028, 0.054, -0.034], [-0.037, -0.026, 0.012], [0.037, 0.008, -0.033], [-0.014, 0.018, 0.001], [-0.013, -0.026, -0.021], [-0.022, 0.007, -0.017], [-0.013, -0.027, 0.038], [-0.019, 0.011, -0.006], [0.015, -0.022, 0.008], [-0.007, -0.024, -0.007], [-0.008, -0.027, 0.013], [0.021, 0.027, 0.021], [0.011, -0.017, -0.014], [-0.001, -0.004, -0.002], [-0.045, -0.023, -0.010], [0.014, 0.008, -0.009], [0.018, 0.011, -0.020], [0.016, -0.052, -0.004], [-0.013, 0.052, 0.016], [0.022, -0.017, 0.009], [0.017, -0.004, 0.022], [-0.078, 0.002, -0.008], [0.002, -0.013, -0.012], [-0.010, -0.019, 0.002], [0.015, 0.018, 0.009], [0.078, 0.018, -0.036], [-0.034, -0.036, 0.015], [0.052, -0.017, -0.053]]
}